Density functional theory data (ωB97M-V with the def2-TZVPD basis set) for a 2-piece molecular cluster, C4H12Si2 overall in a non-equilibrium geometry.

The total charge is 0. For the energy relative to the best compared isomer or geometry (same formula, charge and spin), the calculation gives 87.8 kcal per mole. The value obtained for the orbital gap (spin up / spin down) is 7.67 / 7.67 eV. The calculation puts the total energy at -20093.0208 eV. The HOMO energy (spin up / spin down) is -7.854 / -7.854 eV. The LUMO energy (spin up / spin down) comes out at -0.007 / -0.007 Eh.

Each line ends with the Mulliken charge.
Geometry (Å):
1 C 3.54040 0.08513 -0.81977  -0.7900
2 Si 1.90842 -0.18321 -0.10967  0.3815
3 C 0.93257 -1.88958 -0.03981  -1.0021
4 C 0.78253 1.09300 0.54271  -0.8776
5 H 4.05239 -0.54291 -1.51831  0.2936
6 H 3.78414 1.11388 -0.52259  0.1996
7 H 1.49424 -2.86496 0.09229  0.3202
8 H 0.27131 -1.94303 0.82335  0.3061
9 H 0.19593 -1.83858 -0.80186  0.2802
10 H 0.49385 1.62557 -0.31150  0.3455
11 H -0.09845 0.73286 1.20608  0.1871
12 H 1.15348 1.91426 1.26832  0.3340
13 C -2.92651 -1.18160 0.03464  -0.5782
14 Si -3.39811 0.50031 0.07904  0.3434
15 H -2.16781 -1.61986 -0.64165  0.1808
16 H -2.76036 -1.76470 0.98710  0.2395
17 H -4.24344 0.88399 1.22848  -0.0839
18 H -3.67798 1.52372 -0.92114  -0.0798

Forces on atoms 1 to 2 (eV/Å):
C -3.7 0.6 2.0
Si 2.2 -2.5 -0.9

Density functional theory data (ωB97M-V with the def2-TZVPD basis set) for one molecule with the formula C4H13BN2O3 in a non-equilibrium geometry.

The total charge is 0. For the energy relative to the best compared isomer or geometry (same formula, charge and spin), the calculation gives 39.7 kcal per mole. The value obtained for the orbital gap is 9.08 eV. The calculation puts the total energy at -14159.3528 eV. The HOMO energy is -8.592 eV. The LUMO energy comes out at 0.018 Eh.

Each line ends with the Mulliken charge.
Geometry (Å):
1 C 3.32776 -0.04924 -0.97974  -1.2471
2 C 2.65388 0.31400 0.35113  0.4060
3 O 3.51539 -0.26668 1.34067  -0.6265
4 N 1.33735 -0.15095 0.57104  -0.3500
5 B -0.11900 0.70567 0.39584  0.1293
6 O -0.00878 1.93863 -0.01109  -0.4793
7 N -1.27211 -0.07025 0.46546  -0.1046
8 C -2.45585 0.13421 -0.24216  0.0375
9 C -3.10921 -1.15252 -0.60061  -1.4481
10 O -3.43690 0.95514 0.44341  -0.5320
11 H 3.22515 -1.09676 -1.16604  0.3306
12 H 2.88057 0.45859 -1.88962  0.2690
13 H 4.39636 0.20767 -0.85742  0.3448
14 H 2.87533 1.34683 0.54803  0.2917
15 H 3.05516 -0.24663 2.17700  0.3009
16 H 1.10161 -1.04736 0.80427  0.2131
17 H -0.85743 2.24826 -0.06361  0.3197
18 H -1.10194 -1.09871 0.52784  0.2289
19 H -2.23639 0.68899 -1.16368  0.4279
20 H -3.28484 -1.42358 0.46006  0.4053
21 H -2.58979 -1.90683 -1.12219  0.3620
22 H -3.99439 -0.87969 -1.05361  0.3871
23 H -3.90193 0.39121 1.06504  0.3340

Forces on atoms 1 to 2 (eV/Å):
C -0.3 1.1 -0.5
C 1.4 -1.0 0.3